(1)
The following is a DFT calculation (ωB97M-V/def2-TZVPD) of a cluster of 6 separate species, C15H28Cl3NO12 in total in a non-equilibrium geometry.

Values from the calculation:
**E_LUMO**: 0.341 eV
**Spin multiplicity**: 1
**HOMO-LUMO gap**: 11.0 eV
**Charge**: 0
**ΔE to the lowest compared entry with this formula, charge and spin**: 217.7 kJ/mol
**SMILES**: COC(=O)OC.COC(=O)OC.COC(=O)OC.COC(=O)OC.ClC(Cl)Cl.CC#N

```
59
C15H28Cl3NO12, DFT ωB97M-V/def2-TZVPD
C -1.628 1.574 -4.906
O -2.907 1.082 -4.429
C -4.082 1.694 -4.680
O -5.212 1.213 -4.526
O -3.837 2.855 -5.289
C -4.978 3.627 -5.839
H -1.486 1.469 -5.982
H -0.792 1.085 -4.405
H -1.414 2.638 -4.809
H -5.748 3.699 -5.072
H -5.280 3.145 -6.769
H -4.584 4.589 -6.166
C 3.049 -6.796 4.413
O 3.928 -6.118 3.491
C 3.810 -4.740 3.186
O 3.093 -3.973 3.762
O 4.654 -4.562 2.101
C 4.613 -3.332 1.462
H 2.082 -7.045 3.976
H 2.744 -6.104 5.198
H 3.538 -7.678 4.826
H 3.605 -2.993 1.223
H 5.126 -3.499 0.515
H 5.079 -2.511 2.007
C -4.012 -6.576 4.047
O -3.644 -5.436 4.874
C -2.684 -4.682 4.564
O -1.926 -4.823 3.566
O -2.470 -3.792 5.639
C -1.820 -2.554 5.233
H -5.005 -6.962 4.277
H -3.302 -7.379 4.240
H -3.890 -6.337 2.990
H -2.271 -2.171 4.317
H -0.756 -2.678 5.031
H -1.975 -1.908 6.097
C 2.880 11.637 -2.225
O 1.791 10.617 -2.204
C 2.023 9.405 -2.635
O 3.148 8.905 -2.867
O 0.853 8.798 -2.683
C 0.762 7.512 -3.238
H 2.878 12.303 -3.088
H 3.871 11.210 -2.075
H 2.658 12.275 -1.370
H -0.304 7.285 -3.237
H 1.142 6.724 -2.588
H 1.119 7.417 -4.264
Cl -1.046 1.392 2.183
C 0.477 0.875 1.449
Cl 1.979 0.897 2.545
Cl 0.800 1.900 0.016
H 0.391 -0.155 1.100
C 0.753 -5.969 -0.345
C 0.845 -4.601 -0.787
N 0.909 -3.543 -1.274
H 1.679 -6.416 -0.707
H -0.123 -6.563 -0.605
H 0.895 -5.926 0.735
```



(2)
The following is a DFT calculation (ωB97M-V/def2-TZVPD) of a cluster of 2 separate species, C15H28N5O7 in total in a non-equilibrium geometry.

Values from the calculation:
**E_LUMO**: -2.076 eV
**Spin multiplicity**: 1
**HOMO-LUMO gap**: 10.1 eV
**Charge**: +1
**ΔE to the lowest compared entry with this formula, charge and spin**: 60.2 kJ/mol

```
55
C15H28N5O7, DFT ωB97M-V/def2-TZVPD
O 1.057 -3.249 3.112
O -2.818 -0.157 4.064
O -0.533 -0.749 -6.923
O 2.470 2.067 -5.636
O 0.280 1.494 -5.205
O -0.515 0.370 -2.769
O 2.091 0.808 -1.537
C 0.127 -2.517 3.398
C -2.014 -0.659 4.843
C 0.546 0.625 1.353
C -0.394 0.741 2.339
C -1.457 0.608 0.400
N -0.133 0.550 0.150
N -2.454 -1.499 5.785
N 2.858 3.067 -2.942
N 0.328 -1.540 4.290
N -1.637 0.731 1.732
C -1.218 -2.753 2.741
C -1.663 -2.246 6.767
C -0.574 -0.775 -5.489
C 1.332 2.401 -4.850
C 0.553 0.102 -4.925
C 0.705 -0.055 -3.399
C 1.879 0.834 -2.952
C 1.653 2.303 -3.341
C -0.134 0.850 3.826
C -0.499 -0.382 4.692
H -1.262 -1.265 -7.310
H 2.167 1.907 -6.548
H -0.897 1.069 -3.340
H 2.764 1.501 -1.359
H 1.622 0.587 1.486
H -2.238 0.527 -0.351
H 0.311 0.463 -0.777
H -3.456 -1.629 5.801
H 2.706 4.071 -3.049
H 3.652 2.779 -3.524
H 1.259 -1.578 4.679
H -2.518 0.697 2.247
H -1.926 -3.116 3.483
H -1.097 -3.519 1.975
H -1.582 -1.847 2.275
H -1.055 -3.004 6.267
H -2.333 -2.753 7.466
H -1.016 -1.577 7.337
H -1.546 -0.413 -5.138
H -0.451 -1.806 -5.140
H 1.018 3.426 -5.080
H 1.483 -0.217 -5.408
H 0.925 -1.098 -3.144
H 2.786 0.475 -3.454
H 0.788 2.688 -2.791
H -0.687 1.713 4.203
H 0.926 1.070 3.970
H -0.179 -0.123 5.701
```



(3)
The following is a DFT calculation (ωB97M-V/def2-TZVPD) of a structure of composition C15H28N6O4OsSe3 in a non-equilibrium geometry.

Values from the calculation:
**E_LUMO (spin up / spin down)**: -10.482 / -10.473 eV
**Spin multiplicity**: 1
**HOMO-LUMO gap (spin up / spin down)**: 2.9 / 2.9 eV
**Charge**: +2
**ΔE to the lowest compared entry with this formula, charge and spin**: 557.9 kJ/mol

```
57
C15H28N6O4OsSe3, DFT ωB97M-V/def2-TZVPD
Os 0.657 0.422 -0.793
C 6.450 0.371 2.353
Se 5.338 -0.073 0.838
C 5.693 -2.007 0.721
C 4.748 -2.746 1.637
Se 2.847 -2.386 1.208
C 2.412 -4.163 0.586
H 7.497 0.214 2.099
H 6.162 -0.260 3.193
H 6.275 1.413 2.606
H 6.738 -2.180 0.984
H 5.537 -2.295 -0.319
H 4.891 -2.449 2.677
H 4.915 -3.820 1.559
H 2.458 -4.851 1.427
H 3.102 -4.468 -0.196
H 1.401 -4.120 0.192
C -3.425 1.132 2.104
C -4.261 0.152 1.279
N -4.999 0.789 0.199
C -6.163 1.603 0.543
C -5.931 3.090 0.275
C -4.730 0.638 -1.118
O -5.437 1.067 -2.011
C -3.463 -0.080 -1.528
C -3.542 -1.162 -2.400
C -2.370 -1.716 -2.887
C -1.158 -1.184 -2.494
N -1.078 -0.134 -1.665
C -2.215 0.423 -1.209
H -2.798 0.570 2.796
H -4.059 1.795 2.690
H -2.779 1.743 1.474
H -4.989 -0.314 1.948
H -3.629 -0.632 0.863
H -6.398 1.433 1.592
H -7.004 1.275 -0.072
H -5.056 3.449 0.816
H -6.800 3.660 0.598
H -5.790 3.262 -0.790
H -4.508 -1.551 -2.693
H -2.394 -2.554 -3.568
H -0.220 -1.603 -2.832
H -2.113 1.296 -0.578
O -0.793 -1.541 2.208
N -0.262 -1.047 1.265
O -0.249 0.219 1.070
O 0.320 -1.706 0.348
N 1.434 2.408 -2.034
N 1.700 1.074 -2.501
H 0.550 2.743 -2.407
H 2.150 3.077 -2.301
H 2.687 0.874 -2.354
H 1.522 0.951 -3.499
Se 5.609 2.750 -0.258
C 7.239 3.368 -0.675
N 8.280 3.781 -0.967
```



(4)
The following is a DFT calculation (ωB97M-V/def2-TZVPD) of an isolated molecule of C15H29BrO4 in a non-equilibrium geometry.

Values from the calculation:
**E_LUMO**: 0.489 eV
**Spin multiplicity**: 1
**HOMO-LUMO gap**: 10.3 eV
**Charge**: 0
**SMILES**: CC[C@@H](Br)[C@H](OCCOC(C)=O)[C@@H](CCC(C)C)OC

```
49
C15H29BrO4, DFT ωB97M-V/def2-TZVPD
C -0.969 3.991 0.306
C -0.633 2.945 -0.869
C 0.084 1.590 -0.325
Br -0.862 1.169 1.411
C -0.064 0.365 -1.341
O -1.162 -0.527 -1.055
C -2.370 -0.146 -1.738
C -3.495 0.055 -0.592
O -4.840 -0.052 -1.144
C -5.725 -0.377 -0.074
C -5.984 0.620 1.130
O -6.257 -1.492 -0.095
C 1.251 -0.559 -1.435
C 1.791 -1.057 -0.019
C 3.409 -1.021 0.088
C 3.947 -1.298 1.568
C 3.955 0.063 2.443
C 3.222 -2.497 2.331
O 0.913 -1.617 -2.362
C 1.909 -2.656 -2.389
H -0.134 3.972 1.084
H -1.999 3.825 0.770
H -0.948 5.051 -0.138
H 0.149 3.454 -1.524
H -1.532 2.707 -1.521
H 1.150 1.855 -0.045
H -0.183 0.819 -2.393
H -2.781 -0.943 -2.434
H -2.315 0.843 -2.291
H -3.345 1.083 -0.103
H -3.272 -0.723 0.213
H -5.551 0.215 2.108
H -5.448 1.594 0.907
H -7.091 0.823 1.317
H 2.074 0.120 -1.874
H 1.435 -0.411 0.864
H 1.458 -2.121 0.253
H 3.849 -1.829 -0.582
H 3.782 -0.023 -0.312
H 5.046 -1.600 1.458
H 3.601 -0.181 3.504
H 5.034 0.414 2.524
H 3.317 0.884 1.979
H 3.526 -3.529 1.955
H 3.523 -2.416 3.437
H 2.087 -2.416 2.318
H 1.667 -3.304 -3.306
H 2.976 -2.292 -2.516
H 1.805 -3.369 -1.494
```



(5)
The following is a DFT calculation (ωB97M-V/def2-TZVPD) of a structure of composition C15H29EuINO2P2 in a non-equilibrium geometry.

Values from the calculation:
**E_LUMO (spin up / spin down)**: -7.984 / -8.218 eV
**Spin multiplicity**: 7
**HOMO-LUMO gap (spin up / spin down)**: 4.8 / 5.0 eV
**Charge**: +2
**ΔE to the lowest compared entry with this formula, charge and spin**: 721.3 kJ/mol

```
51
C15H29EuINO2P2, DFT ωB97M-V/def2-TZVPD
C -0.462 -1.015 -3.946
C -0.430 0.151 -3.073
H -0.453 -0.708 -5.030
H -1.389 -1.631 -3.770
H 0.429 -1.684 -3.770
O -0.390 1.357 -3.171
I -0.663 -1.515 2.355
Eu -0.393 -1.308 -0.773
P 2.160 -0.577 -0.732
C 2.929 1.005 -0.299
C 2.592 -2.013 0.362
H 3.649 -2.271 0.169
H 3.927 -1.088 -2.201
H 1.897 -2.874 0.255
H 2.435 -2.026 -2.711
H 2.538 1.327 0.667
H 2.450 -1.709 1.416
C 2.832 -1.046 -2.363
H 4.015 0.852 -0.236
H 2.557 -0.266 -3.105
H 2.579 1.756 -1.017
P -2.992 -0.473 -0.732
C -3.644 1.122 -0.180
C -3.758 -0.857 -2.337
H -2.959 -2.642 0.382
H -4.644 -1.973 0.217
H -3.476 -1.368 1.499
C -3.596 -1.737 0.462
H -3.411 -1.857 -2.681
H -4.850 -0.836 -2.159
H -4.745 1.041 -0.134
H -3.284 1.911 -0.869
H -3.436 -0.091 -3.073
H -3.244 1.345 0.821
C -0.538 1.735 -0.630
O -0.362 2.861 -0.448
C 3.588 -0.026 2.448
C 2.058 0.255 2.472
C 1.765 1.031 3.580
C 0.661 1.851 3.395
C -0.064 1.543 2.205
C -1.495 1.979 2.228
N 0.481 0.587 1.444
H 3.862 -0.669 3.331
H 4.106 0.953 2.639
H 4.138 -0.494 1.598
H 2.392 1.062 4.494
H 0.260 2.598 4.073
H -1.558 2.571 3.152
H -1.802 2.683 1.449
H -2.258 1.177 2.325
```



(6)
The following is a DFT calculation (ωB97M-V/def2-TZVPD) of a cluster of 2 separate species, C15H29N2O6P in total in a non-equilibrium geometry.

Values from the calculation:
**E_LUMO**: 0.496 eV
**Spin multiplicity**: 1
**HOMO-LUMO gap**: 9.1 eV
**Charge**: 0
**ΔE to the lowest compared entry with this formula, charge and spin**: 0.0 kJ/mol
**SMILES**: CC(C)=CCC/C(C)=C/COP(=O)(O)O.CNC(=O)CNC(C)=O

```
53
C15H29N2O6P, DFT ωB97M-V/def2-TZVPD
C -4.610 7.496 0.262
C -4.647 6.053 0.708
C -5.910 5.564 1.368
C -3.593 5.173 0.526
C -2.260 5.542 -0.083
C -1.139 4.590 0.364
C -1.269 3.162 -0.141
C -1.453 2.931 -1.624
C -1.116 2.123 0.768
C -1.034 0.646 0.461
O -0.271 0.082 1.529
P 0.033 -1.509 1.409
O -0.265 -2.106 0.089
O -0.829 -2.190 2.544
O 1.562 -1.783 1.686
H -3.788 7.696 -0.430
H -5.543 7.751 -0.250
H -4.500 8.152 1.131
H -6.128 6.172 2.252
H -6.752 5.643 0.674
H -5.820 4.520 1.683
H -3.719 4.147 0.862
H -1.984 6.555 0.226
H -2.343 5.542 -1.174
H -1.085 4.603 1.458
H -0.190 4.987 -0.008
H -2.424 3.318 -1.945
H -0.668 3.451 -2.179
H -1.415 1.874 -1.893
H -0.975 2.386 1.813
H -2.040 0.211 0.424
H -0.541 0.470 -0.501
H -0.544 -1.693 3.318
H 1.703 -2.695 1.365
C 1.460 -5.632 -2.286
N 1.610 -4.873 -1.046
C 2.677 -4.858 -0.242
O 2.641 -4.175 0.779
C 3.930 -5.676 -0.621
N 5.084 -5.393 0.240
C 6.312 -5.893 0.128
C 6.630 -6.851 -1.002
O 7.184 -5.590 0.926
H 1.744 -6.675 -2.133
H 0.418 -5.602 -2.608
H 2.081 -5.196 -3.070
H 0.843 -4.270 -0.768
H 4.189 -5.445 -1.654
H 3.682 -6.734 -0.554
H 4.932 -4.761 1.015
H 5.991 -7.728 -0.925
H 7.672 -7.156 -0.917
H 6.477 -6.354 -1.957
```